Below is 2 unconnected molecules or ions with the total composition C3H11N3 in a non-equilibrium geometry, with properties calculated with ωB97M-V/def2-TZVPD.

ΔE to the lowest compared entry with this formula, charge and spin: 0.811 eV
HOMO-LUMO gap (alpha / beta): 7.635 / 3.010 eV
Largest force on an atom: 1.33 eV/A
HOMO (alpha / beta): -0.4079 / -0.4079 hartree
⟨S²⟩: 0.754
Energy: -284.8285 a.u.

```
! wB97M-V def2-TZVPD RIJCOSX def2/J DEFGRID3
* xyz 1 2
N -2.522 1.343 0.563
N 4.764 -2.981 -1.477
N 3.442 -1.919 0.064
C -3.613 0.646 -0.044
C -2.705 2.652 1.140
C 4.460 -1.913 -0.679
H -2.243 2.685 2.130
H -2.184 3.402 0.544
H -3.963 -0.122 0.643
H 5.286 -2.812 -2.321
H 4.178 -3.796 -1.424
H 3.292 -1.122 0.670
H -1.848 0.692 0.982
H -3.352 0.249 -1.039
H 5.232 -1.139 -0.723
H -3.775 2.830 1.228
H -4.447 1.305 -0.256
*
```